The following is a quantum chemistry calculation of a molecular structure, C41H50N4O5S5W, from the OMol25 dataset.

CARTESIAN COORDINATES (ANGSTROEM)
W: -1.7075 0.5954 0.0558
C: 2.3091 -4.5709 1.5344
C: 1.3154 -4.1829 0.4588
C: 1.1559 -5.2215 -0.6322
O: 1.7061 -2.9595 -0.1492
C: 0.8888 -1.9011 0.3241
C: -0.3890 -2.6426 0.7181
O: 0.0549 -3.9324 1.0762
C: -1.1825 -1.9951 1.8645
O: -1.5132 -0.7119 1.3832
C: -0.3370 -1.8388 3.1209
C: 0.0251 -2.9595 3.8625
C: 0.8095 -2.8277 4.9975
C: 1.2353 -1.5724 5.4124
C: 0.8596 -0.4531 4.6870
C: 0.0760 -0.5829 3.5479
C: -2.5068 -2.6979 2.1498
C: -3.0911 -3.5895 1.2586
C: -4.3502 -4.1162 1.5126
C: -5.0420 -3.7502 2.6553
C: -4.4679 -2.8554 3.5472
C: -3.2094 -2.3372 3.2966
C: 0.8227 -0.8281 -0.7962
O: 0.2482 0.3686 -0.2761
C: 2.2415 -0.4319 -1.2380
C: 2.4399 0.2739 -2.4224
C: 3.6909 0.7452 -2.7805
C: 4.7844 0.5123 -1.9616
C: 4.6068 -0.1908 -0.7827
C: 3.3489 -0.6527 -0.4231
C: -0.0318 -1.3371 -1.9528
C: 0.5174 -1.9745 -3.0605
C: -0.2754 -2.3696 -4.1313
C: -1.6438 -2.1468 -4.1307
C: -2.2280 -1.5630 -3.0156
C: -1.4193 -1.1675 -1.9546
H: 3.2804 -4.7831 1.0880
H: 1.9667 -5.4593 2.0655
H: 2.4114 -3.7565 2.2518
H: 2.1059 -5.3933 -1.1379
H: 0.4260 -4.8701 -1.3616
H: 0.8111 -6.1630 -0.2057
H: 1.3203 -1.4126 1.2065
H: -1.0610 -2.7156 -0.1408
H: -0.3162 -3.9394 3.5561
H: 1.0829 -3.7090 5.5635
H: 1.8437 -1.4686 6.3015
H: 1.1688 0.5331 5.0111
H: -0.2225 0.2988 2.9947
H: -2.5707 -3.9045 0.3641
H: -4.7913 -4.8145 0.8133
H: -6.0247 -4.1590 2.8515
H: -5.0041 -2.5581 4.4389
H: -2.7710 -1.6285 3.9880
H: 1.6123 0.4647 -3.0890
H: 3.8073 1.3007 -3.7018
H: 5.7646 0.8784 -2.2382
H: 5.4500 -0.3812 -0.1304
H: 3.2503 -1.1978 0.5040
H: 1.5844 -2.1477 -3.0933
H: 0.1915 -2.8565 -4.9781
H: -2.2493 -2.4506 -4.9740
H: -3.3000 -1.4277 -2.9493
H: -2.0723 -1.0515 -1.0480
S: -4.0919 0.5389 -0.1260
S: -4.8413 2.1438 1.0193
S: -3.5626 2.0571 2.5873
S: -1.7394 2.3475 1.5718
C: -2.8003 2.1203 -2.6752
N: -2.6880 3.0499 -3.7787
C: -1.4630 2.7679 -4.5254
N: -0.2788 2.8944 -3.6823
C: -0.3829 1.9642 -2.5805
N: -1.6173 2.1874 -1.7458
C: -1.5459 3.6208 -1.2695
N: -1.4320 4.5552 -2.3664
C: -2.5940 4.4075 -3.2380
C: -0.2210 4.2498 -3.1334
H: -2.8682 1.1003 -3.0568
H: -3.6928 2.3353 -2.0906
H: -1.3875 3.4681 -5.3595
H: -1.5130 1.7516 -4.9240
H: 0.4782 2.0657 -1.9226
H: -0.4414 0.9490 -2.9707
H: -0.6837 3.7059 -0.6135
H: -2.4512 3.8190 -0.6961
H: -2.5130 5.1144 -4.0656
H: -3.5011 4.6297 -2.6729
H: 0.6490 4.3253 -2.4791
H: -0.1296 4.9645 -3.9530
C: 1.7805 5.3693 2.7573
C: 2.3306 5.0489 1.3787
S: 1.5016 3.6313 0.6202
O: 2.0631 3.5086 -0.7567
C: 2.1997 2.3042 1.6225
C: 3.7100 2.2004 1.5545
H: 2.1498 6.3390 3.0911
H: 2.0856 4.6284 3.4969
H: 0.6902 5.4073 2.7517
H: 3.4038 4.8560 1.3838
H: 2.1466 5.8569 0.6696
H: 1.7052 1.4172 1.2208
H: 1.8250 2.4537 2.6388
H: 4.0540 2.3188 0.5274
H: 4.0302 1.2177 1.9028
H: 4.2006 2.9461 2.1815

Atoms 1-2, force components in eV/Å:
W -0.45 0.15 0.82
C 0.03 -0.05 0.02

The total energy comes out at -4245.645401 hartree. The calculation puts the energy above the lowest of the compared OMol25 structures with the same formula, charge and spin at 0.00 kJ/mol. The value obtained for the frontier orbital gap (spin up / spin down) is 0.2434 / 0.2473 hartree.

=====

The following is a quantum chemistry calculation of a molecular structure, C41H51IrN4Se in a non-equilibrium geometry, from the OMol25 dataset.

CARTESIAN COORDINATES (ANGSTROEM)
Ir: -0.2520 0.9583 -0.2430
C: 0.7421 2.5805 -3.7788
C: 0.6653 1.1326 -3.3052
C: -0.2508 0.2842 -4.1878
C: 2.0291 0.5027 -3.1968
C: 2.7649 0.3410 -4.3609
C: 3.9978 -0.2819 -4.3465
C: 4.4649 -0.8163 -3.1607
C: 3.7647 -0.6901 -1.9689
C: 4.2943 -1.4762 -0.7749
C: 4.3164 -2.9746 -1.1039
C: 5.6891 -1.0007 -0.3496
C: 2.5618 0.0647 -1.9718
N: 1.9188 0.3469 -0.7323
C: 2.7202 0.6986 0.2190
C: 2.5312 0.6415 1.6443
C: 3.6913 0.8032 2.4051
C: 3.7175 0.5528 3.7612
C: 2.5499 0.1204 4.4085
C: 1.3875 -0.0130 3.7064
C: 1.3216 0.2803 2.3114
N: 0.1598 0.2265 1.6621
C: -1.0196 -0.2813 2.2905
C: -1.2745 -1.6655 2.1222
C: -2.4496 -2.1874 2.6431
C: -3.3450 -1.4037 3.3432
C: -3.0601 -0.0698 3.5478
C: -1.9127 0.5333 3.0388
C: -1.8709 2.0437 3.2892
C: -2.6701 2.7230 2.1646
C: -0.5365 2.7507 3.5231
C: -0.3268 -2.6688 1.4640
C: 0.0186 -2.3956 -0.0053
C: 0.9524 -2.8952 2.2841
H: -0.2568 3.0114 -3.8486
H: 1.2094 2.6369 -4.7624
H: 1.3353 3.1801 -3.0892
H: 0.2226 1.1103 -2.2942
H: 0.1048 0.2734 -5.2178
H: -1.2658 0.6847 -4.1761
H: -0.2833 -0.7450 -3.8255
H: 2.3635 0.7107 -5.2951
H: 4.5755 -0.3901 -5.2543
H: 5.4029 -1.3562 -3.1596
H: 3.6209 -1.3571 0.0736
H: 5.0477 -3.2012 -1.8791
H: 3.3369 -3.3068 -1.4503
H: 4.5809 -3.5451 -0.2121
H: 6.4285 -1.2492 -1.1106
H: 5.9857 -1.4853 0.5817
H: 5.7201 0.0802 -0.2004
H: 3.7244 1.0074 -0.0659
H: 4.5984 1.1005 1.8959
H: 4.6377 0.6632 4.3173
H: 2.5711 -0.0931 5.4685
H: 0.4783 -0.3297 4.1982
H: -2.6672 -3.2390 2.5051
H: -4.2563 -1.8355 3.7348
H: -3.7522 0.5369 4.1190
H: -2.4391 2.1903 4.2112
H: -2.2893 2.4253 1.1892
H: -2.6132 3.8090 2.2447
H: -3.7194 2.4265 2.2092
H: 0.0617 2.8475 2.6213
H: 0.0604 2.2508 4.2838
H: -0.7404 3.7598 3.8817
H: -0.8670 -3.6174 1.4837
H: 0.3882 -1.3795 -0.1635
H: -0.8463 -2.5535 -0.6467
H: 0.8006 -3.0829 -0.3323
H: 1.6569 -2.0730 2.1724
H: 1.4452 -3.8056 1.9414
H: 0.7233 -3.0119 3.3442
C: -4.9746 -0.4135 0.8146
N: -4.4431 -1.3162 -0.1703
C: -5.3350 -2.3046 -0.7206
C: -3.1252 -1.1016 -0.6940
C: -3.0308 0.1625 -1.5456
C: -3.9628 0.3294 -2.5666
C: -4.0329 1.5052 -3.2946
C: -3.1934 2.5608 -2.9604
C: -2.2412 2.3836 -1.9721
C: -2.1029 1.1686 -1.2886
H: -5.8307 0.1551 0.4263
H: -4.2044 0.2937 1.1243
H: -5.3158 -0.9618 1.7016
H: -6.3353 -1.8849 -0.8732
H: -5.4419 -3.1704 -0.0515
H: -4.9701 -2.6666 -1.6815
H: -2.8404 -1.9774 -1.2808
H: -2.4157 -1.0019 0.1376
H: -4.6444 -0.4806 -2.7911
H: -4.7418 1.6020 -4.1063
H: -3.2689 3.5103 -3.4739
H: -1.6037 3.2285 -1.7379
Se: 0.4414 3.5386 -0.2431
C: 2.0886 3.5200 0.4774
N: 3.1502 3.5091 0.9352

Atoms 1-2, force components in eV/Å:
Ir 1.33 -0.72 -0.46
C -0.02 -0.06 0.17

As for the net charge: +1. The total energy comes out at -4317.356268 hartree. The calculation puts the energy above the lowest of the compared OMol25 structures with the same formula, charge and spin at 221.31 kJ/mol. The value obtained for the frontier orbital gap (spin up / spin down) is 0.1956 / 0.1636 hartree. The multiplicity is 2.

=====

The following is a quantum chemistry calculation of a molecular structure, C41H52As3N4O4S5Ti, from the OMol25 dataset.

CARTESIAN COORDINATES (ANGSTROEM)
Ti: -0.0133 0.1754 -0.5092
O: -1.7860 0.7761 -0.8063
C: -2.6099 1.2310 -1.7340
C: -3.9444 1.5009 -1.4178
C: -4.8127 1.9149 -2.4065
C: -4.3734 2.0881 -3.7234
C: -3.0495 1.8722 -4.0285
C: -2.1481 1.4458 -3.0408
C: -0.7455 1.3698 -3.3214
N: 0.1657 1.0367 -2.4663
N: 1.4524 1.3169 -2.9034
C: 2.2807 1.1315 -1.9272
O: 1.8732 0.6998 -0.7672
C: 3.7022 1.4875 -2.0761
C: 4.5291 1.5055 -0.9558
C: 5.8671 1.8395 -1.0905
C: 6.3840 2.1401 -2.3437
C: 5.5632 2.1078 -3.4639
C: 4.2229 1.7856 -3.3336
H: -4.2684 1.3724 -0.3936
H: -5.8482 2.1098 -2.1571
H: -5.0656 2.4087 -4.4888
H: -2.6851 2.0319 -5.0362
H: -0.3906 1.7029 -4.2938
H: 4.1163 1.2544 0.0133
H: 6.5099 1.8599 -0.2200
H: 7.4304 2.3947 -2.4488
H: 5.9705 2.3273 -4.4416
H: 3.5751 1.7473 -4.1989
O: 4.5755 0.4963 4.8028
C: 4.1189 -0.7688 4.3813
C: 3.0168 -0.5859 3.3777
C: 2.4186 -1.6860 2.7773
C: 1.4449 -1.4863 1.8221
N: 1.0209 -0.2696 1.4647
C: 1.5577 0.7945 2.0790
C: 2.5634 0.6758 3.0235
C: 0.9747 2.1003 1.6951
C: 1.2110 3.2713 2.3876
C: 0.5893 4.4475 1.9822
C: 0.8662 5.7315 2.7274
O: 2.2525 5.9760 2.8503
C: -0.2614 4.3940 0.8901
C: -0.4695 3.1805 0.2577
N: 0.1331 2.0606 0.6496
H: 5.2659 0.3834 5.4627
H: 3.7314 -1.3577 5.2205
H: 4.9214 -1.3504 3.9121
H: 2.7168 -2.6963 3.0269
H: 0.9889 -2.3239 1.3142
H: 3.0089 1.5451 3.4816
H: 1.8768 3.2902 3.2389
H: 0.4893 5.6392 3.7472
H: 0.3378 6.5632 2.2542
H: 2.6040 6.2639 2.0010
H: -0.7661 5.2799 0.5286
H: -1.1305 3.1022 -0.5946
C: -1.3491 -1.0839 4.0011
As: -1.9325 -0.2200 2.3402
C: -2.2172 1.5620 3.1061
C: -3.8298 -0.7276 2.2675
C: -4.1399 -2.0478 1.5557
C: -3.3498 -3.1844 2.2152
C: -3.8138 -1.9688 0.0587
As: -1.9587 -2.0903 -0.6110
C: -1.6067 -4.0075 -0.4833
C: -2.4669 -2.0381 -2.4937
C: -5.6328 -2.4072 1.7362
As: -7.2490 -1.4284 1.1130
C: -6.8325 0.4834 1.3183
C: -7.0648 -1.4990 -0.8420
H: -1.1422 -2.1404 3.8447
H: -2.1037 -0.9783 4.7809
H: -0.4303 -0.5956 4.3318
H: -2.9711 1.5309 3.8931
H: -2.5426 2.2487 2.3240
H: -1.2822 1.9301 3.5294
H: -4.3335 0.0983 1.7652
H: -4.2063 -0.7543 3.2949
H: -2.2716 -3.0282 2.1257
H: -3.5850 -4.1442 1.7521
H: -3.5898 -3.2550 3.2781
H: -4.2039 -1.0407 -0.3631
H: -4.3180 -2.7884 -0.4623
H: -2.5357 -4.5515 -0.6538
H: -1.1997 -4.2770 0.4886
H: -0.8828 -4.2646 -1.2524
H: -3.0360 -2.9369 -2.7321
H: -1.5704 -2.0041 -3.1096
H: -3.0872 -1.1657 -2.6931
H: -5.8177 -2.5444 2.8061
H: -5.7971 -3.3959 1.2916
H: -6.5311 0.7063 2.3406
H: -7.7526 1.0296 1.1116
H: -6.0651 0.8235 0.6244
H: -7.1504 -2.5308 -1.1818
H: -6.1365 -1.0705 -1.2146
H: -7.9018 -0.9396 -1.2607
C: 4.6814 -1.7406 0.0817
S: 3.8630 -3.2332 -0.5493
C: 3.4050 -2.5960 -2.1238
C: 2.2468 -1.9735 -2.4150
S: 0.8722 -1.9393 -1.3132
S: 2.1037 -1.4079 -4.0608
C: 3.6569 -1.9223 -4.6379
S: 4.1756 -1.6431 -6.1591
S: 4.5751 -2.7314 -3.4105
H: 4.9587 -1.9435 1.1160
H: 3.9946 -0.8954 0.0410
H: 5.5801 -1.5225 -0.4918

Atoms 1-2, force components in eV/Å:
Ti -0.07 -0.55 -0.10
O 0.15 0.06 0.08

As for the net charge: +1. The total energy comes out at -11661.161374 hartree. The calculation puts the energy above the lowest of the compared OMol25 structures with the same formula, charge and spin at 0.00 kJ/mol. The value obtained for the frontier orbital gap is 0.2170 hartree.

=====

The following is a quantum chemistry calculation of a molecular structure, C41H52BrIN3O2SiTi, from the OMol25 dataset.

CARTESIAN COORDINATES (ANGSTROEM)
Ti: -0.0073 0.3218 -0.6095
C: -4.5639 -0.1227 -0.3399
C: -3.9340 -0.6667 -1.5884
C: -4.6545 -1.5847 -2.3481
C: -4.1804 -2.0504 -3.5602
C: -2.9900 -1.5541 -4.0615
C: -2.2489 -0.6265 -3.3404
C: -1.0414 -0.0046 -3.9883
C: -2.6956 -0.2394 -2.0714
N: -1.8565 0.6938 -1.3386
C: -2.2188 2.0079 -1.5895
O: -3.2469 2.4032 -2.0851
C: -1.0840 2.9587 -1.3146
C: -1.0736 4.3162 -1.5700
C: 0.1430 4.9853 -1.4873
C: 1.3161 4.2828 -1.2218
C: 1.2147 2.9268 -0.9869
N: 0.0348 2.3196 -0.9971
C: 2.3611 1.9468 -0.9479
O: 3.5041 2.3194 -0.8776
N: 1.9099 0.6376 -1.1278
C: 2.8605 -0.1271 -1.9164
C: 3.5696 -1.2132 -1.4072
C: 3.3902 -1.7285 -0.0142
C: 4.4513 -1.8897 -2.2459
C: 4.6203 -1.5167 -3.5642
C: 3.9046 -0.4405 -4.0620
C: 3.0291 0.2726 -3.2542
C: 2.3281 1.4684 -3.8402
H: -5.6478 -0.1815 -0.4273
H: -4.3035 0.9212 -0.1887
H: -4.2830 -0.6833 0.5534
H: -5.6184 -1.9179 -1.9842
H: -4.7538 -2.7685 -4.1298
H: -2.6367 -1.8688 -5.0351
H: -0.6683 -0.6322 -4.7969
H: -0.2101 0.1731 -3.2982
H: -1.2979 0.9697 -4.4143
H: -1.9925 4.8052 -1.8608
H: 0.1874 6.0477 -1.6860
H: 2.2914 4.7486 -1.2257
H: 2.5888 -1.2110 0.4972
H: 4.2974 -1.6008 0.5787
H: 3.1472 -2.7938 -0.0262
H: 5.0069 -2.7294 -1.8457
H: 5.3060 -2.0587 -4.2007
H: 4.0289 -0.1384 -5.0939
H: 2.2652 1.3756 -4.9232
H: 2.8783 2.3865 -3.6201
H: 1.3127 1.5918 -3.4601
C: -0.4283 -1.2328 4.0505
C: -0.6216 -0.8533 2.5775
C: 0.1624 -1.8614 1.7360
C: -2.0934 -1.0521 2.2036
Si: -0.0875 0.9435 2.1048
C: 1.6252 1.4771 2.8501
C: 2.1439 2.8495 2.3675
C: 1.5396 1.5624 4.3888
C: 2.7171 0.4542 2.5200
C: -1.4487 2.2383 2.5769
C: -2.7314 2.1789 1.7488
C: -1.8734 2.0156 4.0455
C: -0.9100 3.6713 2.4457
H: -0.8426 -2.2325 4.2170
H: -0.9373 -0.5521 4.7315
H: 0.6248 -1.2687 4.3292
H: -0.2597 -2.8651 1.8564
H: 1.2174 -1.9085 1.9853
H: 0.0914 -1.6830 0.6446
H: -2.3640 -2.1027 2.3447
H: -2.2770 -0.8137 1.1514
H: -2.7740 -0.4534 2.8030
H: 1.8275 3.6547 3.0266
H: 1.8273 3.1239 1.3665
H: 3.2356 2.8440 2.3637
H: 0.8629 2.3433 4.7268
H: 2.5335 1.8235 4.7645
H: 1.2513 0.6247 4.8610
H: 2.9728 0.4751 1.4623
H: 2.4595 -0.5654 2.8065
H: 3.6235 0.7203 3.0704
H: -3.1992 1.2004 1.7527
H: -2.5697 2.4753 0.7139
H: -3.4494 2.8901 2.1686
H: -2.4534 1.1037 4.1731
H: -2.5179 2.8476 4.3447
H: -1.0437 1.9822 4.7467
H: -0.5019 3.8768 1.4521
H: -0.1421 3.9025 3.1782
H: -1.7342 4.3711 2.6105
Br: -2.5230 -3.5276 -0.5904
C: -0.9501 -4.5471 -0.4438
C: -0.9762 -5.7453 0.2592
C: 0.1647 -6.5263 0.3399
C: 1.3388 -6.1205 -0.2797
C: 1.3756 -4.9205 -0.9709
C: 0.2274 -4.1391 -1.0476
I: 0.3951 -2.3636 -2.1312
H: -1.8955 -6.0612 0.7318
H: 0.1322 -7.4593 0.8851
H: 2.2276 -6.7336 -0.2254
H: 2.2882 -4.5920 -1.4505

Atoms 1-2, force components in eV/Å:
Ti 0.02 -0.79 0.12
C 0.00 0.05 0.10

As for the net charge: +1. The total energy comes out at -5918.807574 hartree. The calculation puts the energy above the lowest of the compared OMol25 structures with the same formula, charge and spin at 0.00 kJ/mol. The value obtained for the frontier orbital gap is 0.2612 hartree.